Computed, not measured: a 18-piece molecular cluster, C58H147N15O18 overall in a non-equilibrium geometry, with ωB97M-V/def2-TZVPD.

```
! RIJCOSX wB97M-V def2-TZVPD def2/J DEFGRID3
* xyz 0 1
C 0.19567 4.70872 -2.49308
O -0.32204 5.36195 -1.57698
N 1.53461 4.72694 -2.72788
N -0.55838 3.96920 -3.34237
H 1.91302 4.12381 -3.42726
H 2.19485 4.84223 -1.99904
H -0.18736 3.66639 -4.20797
H -1.55158 4.01486 -3.29631
C -0.94054 -2.11374 3.37620
O -1.19944 -3.00083 2.52399
N -1.95526 -1.25390 3.76156
N 0.24394 -1.99435 3.95610
H -2.88191 -1.60292 3.66584
H -1.73809 -0.57737 4.47776
H 1.04467 -2.51787 3.59505
H 0.42209 -1.25878 4.73339
C -3.78598 5.40944 -2.56025
O -3.46271 4.27664 -2.85447
N -2.85001 6.33249 -2.05816
N -5.06719 5.77047 -2.69391
H -1.87501 6.00588 -1.80873
H -3.11543 7.29317 -1.97184
H -5.39193 6.70145 -2.45140
H -5.86980 5.23676 -3.09076
C 4.21658 2.76409 -1.76987
O 4.84728 2.05069 -2.53833
N 3.26944 2.28462 -0.89902
N 4.38056 4.14088 -1.64712
H 2.71938 3.00530 -0.44844
H 2.97400 1.31517 -0.90954
H 4.23658 4.59348 -0.71721
H 5.27757 4.32970 -2.05922
C 2.30707 5.86937 1.29652
O 2.75182 5.02881 0.47060
N 2.88894 6.09142 2.53662
N 1.20795 6.65035 0.94598
H 3.46355 5.32215 2.84025
H 2.23798 6.47329 3.20638
H 0.62487 7.01422 1.69005
H 0.77961 6.33759 0.03524
C 0.31942 -6.18202 3.14002
C 1.85630 -6.17029 3.20968
C 2.48377 -7.49383 2.81520
C 2.30259 -7.78366 1.33516
C 2.96108 -6.71468 0.54056
C 2.34070 -5.35437 0.77927
N 2.38976 -5.17215 2.29153
O 1.74592 -3.90159 2.50785
C 3.37936 -4.37545 0.16053
C 1.02535 -5.05632 0.13804
C 2.32905 -5.88341 4.67652
H -0.09202 -6.97845 3.83240
H -0.10925 -6.46854 2.18548
H -0.11860 -5.23554 3.46520
H 3.52009 -7.65632 3.09104
H 1.97811 -8.29661 3.35412
H 1.25417 -7.88207 1.10310
H 2.78672 -8.73539 1.11844
H 2.73393 -6.95603 -0.48748
H 3.96624 -6.70882 0.83011
H 3.16845 -3.38450 0.50066
H 4.34833 -4.66080 0.50732
H 3.39217 -4.41452 -0.90800
H 0.34043 -5.83238 0.22626
H 0.66706 -4.11560 0.50751
H 1.13469 -4.98969 -0.93466
H 3.41209 -5.59469 4.62302
H 2.10797 -6.71192 5.33577
H 1.74772 -5.01000 5.07430
H 0.75468 -3.97557 2.38400
C 0.01945 -1.02577 -0.26498
C -0.97740 0.15998 -0.24824
C -2.36583 -0.48634 0.11754
C -3.45504 0.52872 0.42251
C -3.00257 1.55118 1.49328
C -1.63920 2.15749 1.07800
N -0.71563 1.11648 0.76213
O 0.59014 1.71632 0.49847
C -1.87695 3.07130 -0.18542
C -1.06922 3.01147 2.19164
C -0.92826 0.71320 -1.70025
H -0.44791 -1.91366 -0.62112
H 0.42167 -1.20031 0.74484
H 0.79545 -0.72102 -0.87041
H -2.61499 -1.11734 -0.69484
H -2.18859 -1.04282 1.01961
H -4.36449 0.04008 0.84491
H -3.82609 0.94914 -0.53330
H -2.80975 1.02786 2.43874
H -3.80973 2.26952 1.63850
H -2.76710 2.74540 -0.77584
H -2.04675 4.04691 0.21448
H -1.01812 3.04762 -0.84140
H -0.73101 2.36038 2.98390
H -0.30295 3.69108 1.87521
H -1.88735 3.51496 2.67476
H -0.97341 -0.13636 -2.35603
H 0.00731 1.27487 -1.84762
H -1.81092 1.29834 -2.04088
H 1.06814 1.09394 1.04162
C 0.87387 0.63403 -5.10758
C 1.06001 1.48486 -6.35932
C -0.18472 1.27474 -7.21836
C -0.21830 2.34803 -8.38755
C -0.12357 3.73435 -7.77970
C 1.14381 3.88624 -7.10696
N 1.12200 2.89722 -6.03386
O 2.19998 3.09658 -5.12065
C 2.41800 4.11274 -7.88323
C 0.85345 5.24167 -6.38367
C 2.21296 0.83939 -7.17830
H 0.41068 -0.33215 -5.43241
H 0.06145 1.02333 -4.47688
H 1.76797 0.51558 -4.54338
H -0.16423 0.26014 -7.72843
H -1.05603 1.41653 -6.59170
H -1.06110 2.15737 -9.06916
H 0.68911 2.21305 -9.03472
H -0.91547 3.92197 -7.09746
H -0.18334 4.46220 -8.57006
H 2.29499 4.80686 -8.65079
H 3.16176 4.49504 -7.24398
H 2.93822 3.16645 -8.33865
H 0.36132 6.00091 -7.02314
H 0.26853 5.19502 -5.46485
H 1.78724 5.65637 -5.95274
H 2.13105 0.93519 -8.27961
H 2.18466 -0.19815 -6.92926
H 3.23888 1.18587 -6.96793
H 2.91095 2.45635 -5.33316
C 5.10256 -2.86699 2.70838
C 5.28698 -1.35270 3.09284
C 5.06962 -0.41686 1.85354
C 4.95747 1.03699 2.31986
C 3.88263 1.31401 3.34375
C 4.05369 0.46643 4.61460
N 4.25575 -0.97981 4.15817
O 4.48760 -1.79971 5.27209
C 5.25650 1.01959 5.46443
C 2.86038 0.52119 5.48748
C 6.79594 -1.12875 3.45837
H 5.51292 -3.37737 3.58919
H 5.74594 -3.03309 1.88791
H 4.07934 -3.27289 2.52623
H 5.97539 -0.52319 1.19684
H 4.21667 -0.76300 1.27251
H 4.77763 1.69167 1.47266
H 5.93655 1.24213 2.76502
H 2.82728 1.16597 3.00985
H 3.92881 2.32294 3.61708
H 6.06555 1.47959 4.87816
H 4.82879 1.80989 6.10357
H 5.63097 0.34186 6.26596
H 3.04281 0.11326 6.45291
H 2.72467 1.56010 5.76685
H 1.94492 0.11400 5.06097
H 7.39739 -1.78854 2.80931
H 6.95738 -1.40446 4.57362
H 7.07728 -0.08827 3.38579
H 3.84027 -2.45057 5.11939
C -4.72039 -6.93583 -0.62827
C -3.70314 -7.26680 -1.68302
C -4.46111 -7.33766 -3.02175
C -4.88346 -6.04815 -3.68926
C -3.59207 -5.18706 -3.83777
C -2.97890 -4.89678 -2.48360
N -2.68080 -6.21885 -1.90811
O -1.97015 -6.05119 -0.66449
C -1.56413 -4.24468 -2.64684
C -3.91017 -3.94496 -1.70147
C -2.95352 -8.56991 -1.46989
H -5.52005 -6.38484 -1.03455
H -4.27478 -6.42680 0.20024
H -5.18187 -7.84028 -0.15616
H -3.82226 -7.88704 -3.77382
H -5.30326 -8.02953 -2.96299
H -5.66052 -5.49814 -3.17080
H -5.23442 -6.27803 -4.73771
H -3.77633 -4.28075 -4.54214
H -2.83863 -5.82527 -4.37760
H -1.76723 -3.27362 -3.18020
H -1.12506 -4.00941 -1.62857
H -0.95026 -4.94125 -3.21744
H -4.96762 -4.10921 -1.91600
H -3.80263 -4.01034 -0.59428
H -3.82943 -2.89207 -1.92201
H -3.59457 -9.38978 -1.77358
H -2.69422 -8.79008 -0.44291
H -2.04302 -8.57309 -2.00761
H -2.48997 -5.64134 0.04694
C 0.27797 6.09283 5.12033
O 0.10998 6.82907 3.89518
H -0.45955 6.39113 5.89164
H 0.10479 4.97670 4.94781
H 1.24341 6.37150 5.45074
H -0.78286 6.81839 3.56062
C -3.35681 2.33261 4.78226
O -1.92178 2.28751 5.08643
H -3.49678 3.22972 4.09288
H -3.73758 1.37231 4.39740
H -3.90195 2.57127 5.73451
H -1.35680 2.53484 4.32843
C -6.43720 2.20013 -2.44084
O -5.75254 2.79564 -3.58690
H -6.16282 2.69623 -1.51048
H -7.49300 2.37648 -2.74532
H -6.34106 1.15293 -2.36480
H -4.93504 3.23311 -3.37754
C -0.43621 0.46256 7.47747
O -0.68125 0.24045 6.12931
H 0.61101 0.69430 7.54234
H -1.00122 1.35225 7.83116
H -0.70261 -0.46183 7.99925
H -0.85026 1.04296 5.70807
C -4.05280 -4.66790 2.36436
O -2.81085 -5.10062 1.89313
H -4.88796 -5.17021 1.81365
H -4.24612 -4.96554 3.40244
H -4.19234 -3.57772 2.29501
H -2.11878 -4.45107 2.02271
C 5.86075 0.05100 -5.10115
O 4.91379 1.13286 -4.94872
H 5.69075 -0.82204 -4.48946
H 5.62772 -0.22553 -6.07637
H 6.85960 0.44688 -5.02625
H 4.97051 1.39731 -4.01403
C -3.28542 6.98142 4.32218
O -2.64077 6.35336 3.28131
H -2.54259 7.71689 4.66096
H -4.22129 7.44574 4.06224
H -3.65553 6.33010 5.22465
H -3.23267 6.12479 2.55667
C -5.71990 4.56898 1.91407
O -4.93421 5.78445 1.67110
H -5.56742 4.21526 2.95488
H -6.82176 4.80676 1.91343
H -5.47308 3.67281 1.30427
H -4.84787 5.86129 0.70966
*
```

LUMO energy in eV: 0.12
Orbital gap in eV: 8.42


Computed, not measured: one molecule with the formula C5H12N2 in a non-equilibrium geometry, with ωB97M-V/def2-TZVPD.

```
! RIJCOSX wB97M-V def2-TZVPD def2/J DEFGRID3
* xyz 0 1
N 1.32994 -0.02783 -0.37169
C 1.03439 0.32254 -1.76506
C -0.22998 1.12455 -1.71006
C -0.97643 0.53729 -0.48472
C 0.14377 0.14065 0.47062
C -0.08567 -1.11289 1.29873
N -0.99298 -0.83707 2.41499
H 2.19385 0.33283 -0.00478
H 1.86027 0.84217 -2.24635
H 0.86616 -0.61148 -2.31453
H -0.85968 1.08899 -2.59778
H 0.00126 2.16749 -1.48088
H -1.62751 1.29604 -0.05183
H -1.55871 -0.31619 -0.84244
H 0.25801 0.94886 1.19242
H -0.45023 -1.91679 0.64654
H 0.87138 -1.43344 1.71044
H -0.89593 -1.50521 3.16604
H -1.95720 -0.85893 2.10704
*
```

LUMO energy in eV: 1.17
SMILES string: NC[C@@H]1CCCN1
Energy above the lowest of the compared OMol25 structures with the same formula, charge and spin in kJ/mol: 54.3
Orbital gap in eV: 9.52


Computed, not measured: one molecule with the formula C14H17N3O in a non-equilibrium geometry, with ωB97M-V/def2-TZVPD.

```
! RIJCOSX wB97M-V def2-TZVPD def2/J DEFGRID3
* xyz 0 1
C 5.00634 3.91739 0.71260
N 4.32565 4.87469 0.10384
C 3.14345 4.57452 -0.40625
C 2.57904 3.31135 -0.33694
C 3.29993 2.30713 0.30522
C 4.54719 2.61772 0.84431
H 5.12258 1.85642 1.34522
C 2.75619 0.96617 0.40826
N 3.36672 -0.03145 0.99359
O 2.52173 -1.08696 0.86954
C 1.44252 -0.64666 0.20469
N 1.53694 0.60949 -0.10047
C 0.33481 -1.57896 -0.09936
H 0.60454 -2.14804 -0.99481
H 0.24542 -2.28857 0.72520
C -0.97633 -0.83179 -0.34107
C -2.10991 -1.77489 -0.74205
C -3.41558 -1.00893 -1.05536
H -3.75694 -1.24907 -2.06242
C -4.44470 -1.48890 -0.02915
H -4.38865 -0.87973 0.87425
H -5.46329 -1.44133 -0.41087
C -3.99602 -2.91150 0.28501
H -4.43415 -3.30136 1.20271
H -4.26406 -3.57710 -0.53702
C -2.47906 -2.76938 0.37372
H -1.96684 -3.72421 0.26379
H -2.21531 -2.34799 1.34550
H -3.26809 0.06877 -1.00279
H -1.79325 -2.32878 -1.63068
H -1.25438 -0.28860 0.56405
H -0.81178 -0.09680 -1.13030
H 1.61203 3.09443 -0.76127
H 2.62585 5.39040 -0.89382
H 5.96740 4.21251 1.11311
*
```

LUMO energy in eV: 0.31
SMILES string: c1cc(-c2noc(CCC3CCCC3)n2)ccn1
Energy above the lowest of the compared OMol25 structures with the same formula, charge and spin in kJ/mol: 216.3
Orbital gap in eV: 10.07


Computed, not measured: C14H16LuN2O5 as an isolated structure in a non-equilibrium geometry, with ωB97M-V/def2-TZVPD.

```
! RIJCOSX wB97M-V def2-TZVPD def2/J DEFGRID3
* xyz 3 1
Lu 0.85879 -1.18360 -3.02103
O 4.18683 -2.48164 -2.77140
C 3.10811 -2.04786 -2.74636
C -0.80795 -0.68099 -4.55972
O -1.60121 -0.34413 -5.32182
C -0.13014 -3.32114 -3.05827
O -0.62499 -4.34995 -3.22492
C 1.93727 0.32163 -4.44526
O 2.37115 0.89374 -5.35204
H 1.84923 -2.59073 -7.71588
H 1.16160 -2.33303 -7.87770
C -0.23760 -1.82459 4.15858
C 0.07379 -0.34013 4.09991
N -0.27523 0.30020 2.82179
C -1.61729 0.94298 2.77831
C -1.61739 2.28627 3.49314
C 0.50241 0.00981 1.73156
O 1.44724 -0.77585 1.80132
C 0.17641 0.69726 0.43273
C -0.07940 2.06321 0.30199
C -0.42308 2.60032 -0.93576
C -0.39953 1.76327 -2.03961
N 0.00960 0.47617 -1.91255
C 0.31563 -0.08262 -0.71064
H -1.27695 -2.02197 3.86895
H -0.08079 -2.16891 5.18602
H 0.44577 -2.35555 3.48625
H -0.46505 0.21310 4.87802
H 1.15305 -0.19073 4.22925
H -1.94059 1.06476 1.73696
H -2.33838 0.26802 3.27109
H -0.77960 2.90852 3.15888
H -2.54730 2.82131 3.27451
H -1.54490 2.15153 4.57693
H -0.01779 2.71731 1.16281
H -0.72711 3.63242 -1.07517
H -0.68110 2.11499 -3.03248
H 0.61650 -1.15340 -0.64839
*
```

LUMO energy (spin up / spin down) in eV: -11.41 / -13.61
Energy above the lowest of the compared OMol25 structures with the same formula, charge and spin in kJ/mol: 0.0
Orbital gap (spin up / spin down) in eV: 9.56 / 3.37


Please write out number 3 again, unchanged.
Computed, not measured: one molecule with the formula C14H17N3O in a non-equilibrium geometry, with ωB97M-V/def2-TZVPD.

```
! RIJCOSX wB97M-V def2-TZVPD def2/J DEFGRID3
* xyz 0 1
C 5.00634 3.91739 0.71260
N 4.32565 4.87469 0.10384
C 3.14345 4.57452 -0.40625
C 2.57904 3.31135 -0.33694
C 3.29993 2.30713 0.30522
C 4.54719 2.61772 0.84431
H 5.12258 1.85642 1.34522
C 2.75619 0.96617 0.40826
N 3.36672 -0.03145 0.99359
O 2.52173 -1.08696 0.86954
C 1.44252 -0.64666 0.20469
N 1.53694 0.60949 -0.10047
C 0.33481 -1.57896 -0.09936
H 0.60454 -2.14804 -0.99481
H 0.24542 -2.28857 0.72520
C -0.97633 -0.83179 -0.34107
C -2.10991 -1.77489 -0.74205
C -3.41558 -1.00893 -1.05536
H -3.75694 -1.24907 -2.06242
C -4.44470 -1.48890 -0.02915
H -4.38865 -0.87973 0.87425
H -5.46329 -1.44133 -0.41087
C -3.99602 -2.91150 0.28501
H -4.43415 -3.30136 1.20271
H -4.26406 -3.57710 -0.53702
C -2.47906 -2.76938 0.37372
H -1.96684 -3.72421 0.26379
H -2.21531 -2.34799 1.34550
H -3.26809 0.06877 -1.00279
H -1.79325 -2.32878 -1.63068
H -1.25438 -0.28860 0.56405
H -0.81178 -0.09680 -1.13030
H 1.61203 3.09443 -0.76127
H 2.62585 5.39040 -0.89382
H 5.96740 4.21251 1.11311
*
```

LUMO energy in eV: 0.31
SMILES string: c1cc(-c2noc(CCC3CCCC3)n2)ccn1
Energy above the lowest of the compared OMol25 structures with the same formula, charge and spin in kJ/mol: 216.3
Orbital gap in eV: 10.07